C31H31As2HfN2O10 | wB97M-V/def2-TZVPD

Cartesian coordinates (Å):
Hf -0.133 -0.465 0.776
C -3.350 0.237 0.330
O -2.060 -0.093 -0.348
C -2.213 -1.104 -1.351
C -3.014 -0.920 -2.449
C -3.144 -1.976 -3.347
C -2.488 -3.184 -3.133
C -1.664 -3.354 -2.027
C -1.518 -2.294 -1.154
N -0.706 -2.274 0.014
N -0.243 -3.316 0.597
C 0.148 -3.158 1.902
C -0.405 -2.156 2.795
O -1.110 -1.117 2.307
C -0.311 -2.299 4.178
C 0.389 -3.351 4.702
C 1.017 -4.333 3.894
C 1.730 -5.395 4.482
C 2.312 -6.352 3.694
C 2.191 -6.268 2.297
C 1.505 -5.235 1.698
C 0.898 -4.254 2.493
H -4.047 -0.561 0.096
H -3.677 1.196 -0.057
H -3.162 0.281 1.397
H -3.553 0.007 -2.598
H -3.775 -1.854 -4.217
H -2.618 -3.998 -3.832
H -1.141 -4.284 -1.849
H -0.815 -1.576 4.805
H 0.465 -3.448 5.779
H 1.803 -5.447 5.561
H 2.856 -7.170 4.143
H 2.645 -7.031 1.679
H 1.429 -5.187 0.621
C 4.612 -0.640 0.467
O 3.609 0.439 0.212
C 2.379 0.149 0.154
O 1.880 -1.006 0.275
C 1.372 1.239 -0.185
C 0.740 1.967 0.780
As -1.037 2.874 0.534
C -0.642 4.631 1.250
C -0.865 3.207 -1.379
C -0.392 2.349 -2.276
As 0.512 0.674 -1.931
C 2.106 0.725 -3.013
C -0.758 2.240 -3.728
O -0.636 1.142 -4.229
O -1.224 3.325 -4.285
C -1.672 3.243 -5.686
C -1.895 4.308 -1.613
O -2.954 4.085 -1.075
O -1.648 5.442 -2.218
C -0.327 5.865 -2.647
C 1.023 1.606 2.238
O 1.117 0.381 2.466
O 1.030 2.543 3.097
C 1.213 2.239 4.544
H 4.786 -0.648 1.537
H 5.488 -0.317 -0.081
H 4.221 -1.584 0.107
H -0.565 4.569 2.331
H -1.500 5.246 0.982
H 0.276 5.017 0.816
H 2.496 1.738 -3.009
H 1.815 0.415 -4.012
H 2.841 0.026 -2.619
H -2.703 3.579 -5.690
H -1.582 2.222 -6.037
H -1.039 3.916 -6.253
H -0.372 6.030 -3.715
H 0.421 5.116 -2.404
H -0.124 6.795 -2.127
H 0.420 2.784 5.040
H 2.190 2.631 4.804
H 1.145 1.170 4.703

Values from the calculation:
Net charge: +3
Gap between HOMO and LUMO in Eh: 0.209